62
Properties=species:S:1:pos:R:3 method="wB97M-V/def2-TZVPD" relative_energy_kj_mol=702.27 e_tot_ha=-1776.838910 lumo_ev="4.39 / 4.38" gap_ev="3.9473 / 4.6558" total_charge=-2
Ba 0.562 0.501 -1.687
C -1.604 -4.628 -4.190
C -2.793 -3.918 -4.033
C -2.819 -2.776 -3.234
C -1.658 -2.328 -2.587
C -0.472 -3.049 -2.748
C -0.442 -4.192 -3.550
N -1.728 -1.255 -1.687
N -1.721 -0.139 -2.291
C -2.230 0.952 -1.511
C -3.343 0.785 -0.670
C -3.928 1.875 -0.015
C -3.416 3.160 -0.193
C -2.320 3.364 -1.027
C -1.744 2.280 -1.687
H -1.584 -5.525 -4.802
H -3.702 -4.261 -4.521
H -3.751 -2.235 -3.093
H 0.427 -2.725 -2.230
H 0.482 -4.752 -3.664
H -3.781 -0.202 -0.541
H -4.795 1.720 0.622
H -3.879 4.004 0.313
H -1.917 4.361 -1.178
C -1.464 -1.262 1.754
Si 0.407 -1.161 1.738
C 1.084 -2.445 0.547
C 1.004 -1.630 3.475
C 1.035 0.501 1.355
C 2.702 0.506 0.367
C 3.615 0.515 1.418
C 4.997 0.521 1.149
C 5.549 0.517 -0.151
C 4.756 0.508 -1.287
N 3.428 0.501 -1.215
Si 0.391 2.152 1.753
C 0.968 2.606 3.500
C 1.068 3.455 0.583
C -1.481 2.240 1.752
H -1.787 -2.302 1.867
H -1.886 -0.877 0.821
H -1.884 -0.694 2.588
H 0.683 -3.435 0.785
H 2.175 -2.500 0.605
H 0.804 -2.203 -0.483
H 0.641 -2.627 3.743
H 0.632 -0.915 4.214
H 2.097 -1.637 3.516
H 3.301 0.518 2.457
H 5.684 0.528 1.996
H 6.631 0.522 -0.265
H 5.183 0.505 -2.283
H 2.060 2.621 3.552
H 0.595 1.879 4.228
H 0.595 3.596 3.777
H 2.159 3.516 0.649
H 0.660 4.440 0.830
H 0.798 3.225 -0.452
H -1.904 1.660 2.577
H -1.891 1.861 0.812
H -1.812 3.276 1.872
O 0.562 0.501 -3.940

=====

61
Properties=species:S:1:pos:R:3 method="wB97M-V/def2-TZVPD" relative_energy_kj_mol=235.93 e_tot_ha=-4209.267243 lumo_ev="-1.32 / -1.32" gap_ev="5.3554 / 5.3663" total_charge=0
Pt 0.895 2.147 -0.157
C 3.608 -4.343 -0.830
C 2.079 -4.275 -0.865
C 1.554 -4.899 0.433
C 1.592 -5.078 -2.080
C 1.552 -2.859 -0.994
C 2.392 -1.779 -1.229
C 1.854 -0.530 -1.395
Br 3.039 0.964 -1.607
C 0.458 -0.242 -1.361
O 0.035 0.941 -1.640
C -0.391 -1.350 -1.053
C 0.184 -2.600 -0.909
C -1.908 -1.236 -0.929
C -2.431 0.204 -0.889
C -2.368 -1.907 0.376
C -2.522 -1.941 -2.149
H 3.914 -5.378 -0.682
H 4.007 -3.751 -0.010
H 4.047 -3.996 -1.762
H 1.935 -5.911 0.538
H 0.469 -4.944 0.449
H 1.883 -4.311 1.286
H 1.967 -6.097 -2.037
H 1.949 -4.619 -3.000
H 0.507 -5.115 -2.118
H 3.459 -1.904 -1.296
H -0.480 -3.429 -0.723
H -1.937 0.773 -0.097
H -3.501 0.193 -0.685
H -2.271 0.705 -1.840
H -1.862 -1.452 1.225
H -2.170 -2.975 0.391
H -3.439 -1.766 0.502
H -2.194 -1.452 -3.064
H -3.608 -1.901 -2.108
H -2.219 -2.983 -2.198
C 0.733 2.456 1.801
C 0.877 2.527 3.148
C 0.695 3.754 3.870
C 0.831 3.805 5.231
C 1.139 2.661 5.964
C 1.327 1.452 5.299
C 1.209 1.373 3.938
H 0.469 4.648 3.306
H 0.699 4.748 5.743
H 1.238 2.710 7.037
H 1.573 0.567 5.871
H 1.364 0.434 3.427
S 1.064 4.219 -1.676
C -0.565 4.582 -1.663
N -1.257 5.036 -2.729
C -2.673 5.141 -2.441
C -2.727 4.924 -0.912
N -1.362 4.573 -0.579
H -0.897 4.943 -3.663
H -3.248 4.378 -2.980
H -3.043 6.128 -2.730
H -3.417 4.127 -0.628
H -3.016 5.840 -0.388
H -1.089 4.068 0.261

=====

61
Properties=species:S:1:pos:R:3 method="wB97M-V/def2-TZVPD" relative_energy_kj_mol=93.47 e_tot_ha=-1728.579914 lumo_ev=0.65 smiles="COc1ccc([C@H](CNC(=O)C(C)(C)Oc2ccc(Cl)cc2)N2CCCCC2)cc1" gap_ev=9.0816 total_charge=0
C 2.260 3.902 2.501
O 1.601 2.740 2.942
C 0.821 2.060 2.060
C 0.575 2.444 0.746
C -0.228 1.661 -0.065
C -0.782 0.474 0.398
C -1.618 -0.400 -0.506
C -0.841 -0.711 -1.809
N 0.586 -0.797 -1.628
C 1.299 -1.914 -1.850
O 0.824 -2.974 -2.204
C 2.820 -1.682 -1.726
C 3.569 -2.993 -1.491
C 3.259 -1.066 -3.062
O 3.130 -0.688 -0.744
C 2.899 -0.916 0.579
C 3.552 -0.049 1.456
C 3.400 -0.174 2.820
C 2.591 -1.182 3.321
Cl 2.403 -1.357 5.031
C 1.922 -2.039 2.466
C 2.066 -1.903 1.097
N -2.873 0.268 -0.857
C -3.769 -0.598 -1.609
C -4.962 0.200 -2.127
C -5.728 0.819 -0.965
C -4.757 1.647 -0.132
C -3.576 0.787 0.307
C -0.542 0.107 1.717
C 0.232 0.892 2.543
H 2.841 4.253 3.352
H 1.550 4.681 2.204
H 2.935 3.687 1.666
H 0.996 3.352 0.344
H -0.439 1.988 -1.072
H -1.813 -1.351 0.027
H -1.063 0.081 -2.533
H -1.146 -1.674 -2.222
H 1.064 0.022 -1.283
H 4.622 -2.871 -1.730
H 3.485 -3.316 -0.456
H 3.136 -3.758 -2.129
H 4.325 -0.855 -3.033
H 2.725 -0.136 -3.243
H 3.049 -1.762 -3.869
H 4.185 0.719 1.039
H 3.905 0.501 3.491
H 1.285 -2.812 2.865
H 1.523 -2.570 0.446
H -3.232 -1.021 -2.457
H -4.130 -1.434 -0.981
H -5.610 -0.457 -2.710
H -4.595 0.993 -2.782
H -6.545 1.442 -1.333
H -6.158 0.028 -0.346
H -4.380 2.477 -0.732
H -5.254 2.055 0.749
H -2.884 1.395 0.892
H -3.939 -0.034 0.953
H -0.975 -0.803 2.105
H 0.404 0.619 3.571

=====

60
Properties=species:S:1:pos:R:3 method="wB97M-V/def2-TZVPD" relative_energy_kj_mol=16.86 s2=1.032 e_tot_ha=-2554.951784 multiplicity=2 lumo_ev="-6.83 / -6.51" gap_ev="8.4142 / 8.7360" total_charge=+2
Co 0.059 2.663 0.014
C -2.352 -1.924 4.709
C -2.020 -2.225 3.248
C -0.944 -3.322 3.193
C -3.293 -2.708 2.534
C -1.496 -0.999 2.520
C -1.347 0.245 3.130
C -0.865 1.315 2.406
N -0.529 1.210 1.117
C -0.671 0.018 0.494
C -1.141 -1.085 1.168
C -0.290 0.049 -0.937
C -0.308 -1.038 -1.778
C 0.098 -0.915 -3.113
C 0.521 0.347 -3.523
C 0.512 1.401 -2.631
N 0.111 1.267 -1.365
C 0.065 -2.123 -4.033
C 0.546 -1.781 -5.442
C -1.381 -2.639 -4.108
C 0.976 -3.212 -3.443
H -2.721 -2.832 5.184
H -3.133 -1.167 4.803
H -1.473 -1.599 5.269
H -1.309 -4.208 3.713
H -0.024 -2.999 3.682
H -0.707 -3.617 2.170
H -3.681 -3.587 3.050
H -3.103 -2.993 1.499
H -4.069 -1.941 2.545
H -1.602 0.394 4.168
H -0.735 2.289 2.863
H -1.245 -2.024 0.645
H -0.635 -1.997 -1.403
H 0.854 0.525 -4.534
H 0.833 2.389 -2.936
H -0.086 -1.027 -5.917
H 0.503 -2.676 -6.060
H 1.580 -1.432 -5.448
H -2.053 -1.879 -4.509
H -1.758 -2.953 -3.133
H -1.420 -3.505 -4.768
H 2.008 -2.866 -3.366
H 0.961 -4.084 -4.097
H 0.645 -3.537 -2.456
O 0.183 4.539 -0.610
C 1.302 5.336 -0.164
C 2.133 4.482 0.750
C 3.291 4.974 1.326
C 4.055 4.127 2.110
C 3.646 2.811 2.286
C 2.479 2.395 1.688
N 1.724 3.220 0.940
H -0.403 5.043 -1.188
H 0.926 6.215 0.360
H 1.888 5.655 -1.027
H 3.591 5.999 1.154
H 4.966 4.485 2.570
H 4.224 2.117 2.880
H 2.114 1.383 1.799